(1)
Formula: C45H43GeN3O9P2STi
Source: the OMol25 dataset
Level of theory: ωB97M-V/def2-TZVPD

Each line ends with the Löwdin charge.
Cartesian coordinates (Å):
Ti (0.037, 0.160, 0.308)  0.88
O (1.522, 0.145, -0.773)  -0.29
C (2.743, 0.633, -0.719)  -0.30
C (3.722, 0.190, -1.613)  0.01
C (4.972, 0.770, -1.627)  -0.07
C (5.272, 1.822, -0.755)  -0.11
C (4.333, 2.232, 0.163)  -0.05
C (3.068, 1.629, 0.238)  -0.14
C (2.168, 1.978, 1.308)  -0.04
N (1.052, 1.359, 1.537)  -0.11
N (0.382, 1.700, 2.698)  0.11
C (-0.746, 1.054, 2.808)  -0.39
O (-1.179, 0.291, 1.833)  -0.20
C (-1.589, 1.227, 4.009)  -0.13
C (-2.538, 0.265, 4.340)  -0.01
C (-3.367, 0.440, 5.438)  -0.08
C (-3.270, 1.591, 6.208)  -0.10
C (-2.313, 2.545, 5.891)  -0.09
C (-1.471, 2.363, 4.805)  -0.03
H (3.476, -0.615, -2.295)  0.11
H (5.720, 0.416, -2.325)  0.10
H (6.245, 2.295, -0.789)  0.09
H (4.566, 3.024, 0.868)  0.11
H (2.470, 2.744, 2.019)  0.13
H (-2.610, -0.642, 3.755)  0.11
H (-4.088, -0.324, 5.700)  0.10
H (-3.930, 1.737, 7.053)  0.10
H (-2.225, 3.438, 6.497)  0.10
H (-0.721, 3.099, 4.549)  0.11
C (-0.714, -3.952, -1.715)  -0.06
C (-0.782, -3.510, -0.261)  -0.57
O (-1.242, -4.533, 0.617)  -0.07
P (-1.921, -2.094, -0.086)  0.54
O (-2.405, -1.901, 1.395)  -0.12
O (-3.279, -2.489, -0.842)  -0.09
O (-1.378, -0.849, -0.745)  -0.42
P (0.864, -2.890, 0.396)  0.38
O (1.691, -2.524, -0.905)  -0.12
O (1.452, -3.996, 1.182)  -0.28
O (0.524, -1.585, 1.146)  -0.36
H (-1.663, -4.396, -2.017)  0.08
H (0.090, -4.676, -1.842)  0.10
H (-0.500, -3.087, -2.345)  0.06
H (-0.460, -4.802, 1.131)  0.07
H (-1.955, -1.090, 1.776)  0.03
H (-3.981, -2.700, -0.219)  0.09
H (1.696, -1.547, -1.026)  0.03
N (-0.880, 1.913, -0.335)  -0.36
S (-1.738, 2.583, -1.504)  1.10
C (-1.420, 4.344, -1.406)  -0.40
C (-1.228, 4.958, -0.176)  -0.07
C (-0.795, 6.271, -0.125)  -0.07
C (-0.548, 6.973, -1.301)  -0.08
C (-0.754, 6.359, -2.524)  -0.07
C (-1.181, 5.039, -2.578)  -0.09
C (-3.401, 2.573, -0.807)  -0.34
C (-4.259, 3.663, -0.832)  -0.07
C (-5.560, 3.515, -0.367)  -0.08
C (-6.010, 2.285, 0.086)  -0.09
C (-5.158, 1.189, 0.063)  -0.06
C (-3.859, 1.327, -0.398)  -0.06
H (-1.166, 2.338, 0.549)  0.02
H (-1.414, 4.414, 0.743)  0.11
H (-0.639, 6.750, 0.834)  0.10
H (-0.184, 7.992, -1.259)  0.10
H (-0.568, 6.907, -3.438)  0.11
H (-1.322, 4.536, -3.529)  0.12
H (-3.905, 4.624, -1.179)  0.11
H (-6.223, 4.371, -0.352)  0.10
H (-7.023, 2.178, 0.454)  0.10
H (-5.503, 0.225, 0.415)  0.11
H (-3.176, 0.488, -0.421)  0.08
C (-1.995, -0.055, -4.022)  -0.29
Ge (-0.104, 0.078, -3.223)  0.96
C (0.987, -1.104, -4.470)  -0.34
C (0.561, -2.368, -4.890)  -0.14
C (1.394, -3.218, -5.611)  -0.11
C (2.683, -2.817, -5.938)  -0.13
C (3.115, -1.546, -5.572)  -0.11
C (2.280, -0.707, -4.843)  -0.15
C (0.604, 1.909, -3.876)  -0.26
C (1.125, 2.766, -2.937)  -0.16
C (1.670, 4.029, -3.281)  -0.10
C (1.700, 4.434, -4.580)  -0.07
C (1.207, 3.586, -5.605)  -0.18
C (1.276, 3.965, -6.970)  -0.06
C (0.829, 3.134, -7.954)  -0.11
C (0.281, 1.875, -7.619)  -0.08
C (0.188, 1.490, -6.311)  -0.04
C (0.653, 2.319, -5.258)  -0.17
H (-2.074, -0.927, -4.680)  -0.01
H (-2.233, 0.842, -4.606)  -0.01
H (-2.725, -0.164, -3.217)  -0.03
H (-0.451, -2.693, -4.661)  0.08
H (1.038, -4.199, -5.910)  0.09
H (3.346, -3.485, -6.474)  0.08
H (4.112, -1.218, -5.847)  0.09
H (2.631, 0.282, -4.561)  0.09
H (1.122, 2.471, -1.893)  0.06
H (2.064, 4.668, -2.496)  0.10
H (2.109, 5.400, -4.859)  0.10
H (1.700, 4.933, -7.221)  0.10
H (0.902, 3.431, -8.994)  0.09
H (-0.059, 1.209, -8.402)  0.10
H (-0.232, 0.527, -6.053)  0.09

Values from the calculation:
E_LUMO (alpha / beta)   2.03 / 1.95 eV
⟨S²⟩   0.769
Kohn-Sham gap (alpha / beta)   4.655 / 4.597 eV
E_HOMO (alpha / beta)   -2.626 / -2.643 eV
DFT total energy   -6589.69496 Ha
Spin multiplicity   2
Net charge   -1



(2)
Formula: C45H43IrN7O2PS7
Source: the OMol25 dataset
Level of theory: ωB97M-V/def2-TZVPD

Each line ends with the Löwdin charge.
Cartesian coordinates (Å):
Ir (-25.726, -12.264, -9.331)  1.09
N (-27.033, -11.574, -7.855)  -0.06
C (-28.283, -12.266, -7.942)  -0.32
C (-29.377, -11.573, -7.464)  0.01
C (-30.620, -12.034, -7.815)  -0.04
C (-30.774, -13.089, -8.677)  -0.04
C (-29.682, -13.872, -8.972)  -0.06
C (-28.383, -13.428, -8.690)  -0.28
P (-26.789, -14.207, -9.158)  0.96
C (-26.107, -15.199, -7.802)  -0.32
C (-26.832, -15.665, -6.682)  -0.05
C (-26.195, -16.320, -5.669)  -0.04
C (-24.833, -16.598, -5.772)  -0.04
C (-24.059, -16.096, -6.814)  -0.05
C (-24.704, -15.336, -7.791)  -0.12
C (-27.024, -15.387, -10.526)  -0.34
C (-28.116, -15.428, -11.346)  -0.10
C (-28.206, -16.358, -12.390)  -0.03
C (-27.099, -17.120, -12.746)  -0.05
C (-25.951, -17.021, -11.975)  -0.06
C (-25.911, -16.202, -10.839)  -0.09
H (-26.563, -11.609, -6.945)  0.12
H (-27.234, -10.584, -8.055)  0.07
H (-29.245, -10.615, -6.877)  0.13
H (-31.488, -11.590, -7.414)  0.12
H (-31.729, -13.327, -9.181)  0.14
H (-29.798, -14.824, -9.507)  0.11
H (-27.886, -15.543, -6.680)  0.11
H (-26.698, -16.735, -4.804)  0.13
H (-24.361, -17.251, -5.054)  0.12
H (-22.972, -16.282, -6.786)  0.12
H (-24.116, -14.908, -8.626)  0.08
H (-28.857, -14.670, -11.257)  0.09
H (-29.136, -16.355, -12.962)  0.12
H (-27.116, -17.730, -13.654)  0.13
H (-25.097, -17.729, -12.133)  0.13
H (-25.063, -16.150, -10.169)  0.09
C (-12.188, -12.491, -6.953)  -0.05
O (-12.934, -13.158, -7.947)  -0.01
C (-14.276, -13.101, -7.802)  -0.22
C (-14.972, -13.772, -8.849)  0.06
C (-16.353, -13.628, -8.960)  0.03
C (-17.102, -12.818, -8.035)  -0.12
C (-16.399, -12.236, -6.960)  0.03
C (-15.012, -12.457, -6.802)  0.04
C (-18.508, -12.634, -8.274)  -0.23
N (-19.110, -12.950, -9.435)  0.23
C (-20.433, -12.775, -9.210)  -0.13
C (-20.649, -12.231, -7.941)  -0.09
N (-19.393, -12.102, -7.374)  0.21
C (-21.867, -11.838, -7.437)  -0.09
C (-22.125, -11.121, -6.259)  -0.01
C (-23.262, -10.347, -6.130)  -0.03
C (-24.268, -10.453, -7.121)  -0.13
N (-24.143, -11.337, -8.140)  -0.11
C (-22.969, -12.035, -8.278)  -0.17
C (-22.822, -12.715, -9.508)  -0.17
N (-23.955, -12.905, -10.243)  -0.12
C (-23.898, -13.537, -11.430)  -0.13
C (-22.715, -14.062, -11.933)  -0.02
C (-21.514, -13.730, -11.267)  0.04
C (-21.555, -13.095, -10.037)  -0.08
H (-11.116, -12.739, -7.148)  0.12
H (-12.445, -12.811, -5.932)  0.11
H (-12.274, -11.397, -7.004)  0.11
H (-14.332, -14.289, -9.607)  0.16
H (-16.898, -14.132, -9.762)  0.12
H (-16.893, -11.524, -6.317)  0.12
H (-14.482, -11.979, -5.970)  0.13
H (-19.178, -11.888, -6.382)  0.19
H (-21.380, -11.079, -5.462)  0.12
H (-23.414, -9.572, -5.375)  0.12
H (-25.170, -9.843, -6.991)  0.09
H (-24.867, -13.802, -11.878)  0.11
H (-22.706, -14.683, -12.810)  0.11
H (-20.486, -13.899, -11.644)  0.14
C (-26.077, -12.545, -1.469)  -0.24
S (-27.071, -11.451, -2.576)  0.80
C (-28.690, -11.612, -1.784)  -0.27
O (-27.180, -12.243, -3.865)  -0.62
H (-25.746, -11.962, -0.613)  0.05
H (-25.256, -12.917, -2.078)  0.04
H (-26.737, -13.394, -1.197)  0.06
H (-28.729, -11.179, -0.764)  0.07
H (-29.017, -12.644, -1.814)  0.05
H (-29.377, -11.040, -2.455)  0.06
N (-27.082, -8.853, -12.116)  0.14
C (-25.999, -9.580, -11.896)  -0.81
N (-25.348, -10.087, -12.959)  0.13
S (-25.462, -9.850, -10.250)  0.65
H (-27.551, -8.795, -13.027)  0.15
H (-27.535, -8.361, -11.350)  0.10
H (-25.746, -10.107, -13.905)  0.14
H (-24.430, -10.546, -12.770)  0.13
C (-25.222, -5.281, -4.780)  -0.37
S (-24.622, -6.178, -6.224)  0.80
C (-25.993, -5.889, -7.242)  -1.02
C (-27.114, -6.728, -7.304)  -1.17
S (-27.585, -7.868, -6.151)  0.62
S (-28.101, -6.314, -8.692)  0.87
C (-27.280, -4.878, -9.283)  -1.44
S (-27.746, -4.041, -10.595)  0.68
S (-25.897, -4.472, -8.229)  0.97
H (-24.527, -5.469, -3.956)  0.05
H (-26.222, -5.643, -4.497)  0.04
H (-25.266, -4.193, -5.034)  0.06

Values from the calculation:
E_LUMO (alpha / beta)   -7.22 / -9.93 eV
⟨S²⟩   8.865
Kohn-Sham gap (alpha / beta)   4.915 / 4.010 eV
E_HOMO (alpha / beta)   -12.130 / -13.936 eV
DFT total energy   -5506.40666 Ha
Energy above the lowest of the compared OMol25 structures with the same formula, charge and spin   0.519 eV
Spin multiplicity   6
Net charge   +3